No. 1
9
Properties=species:S:1:pos:R:3:forces:R:3 method="wB97M-V/def2-TZVPD" lumo_ev=1.154 e_tot_ev=-12476.776 e_above_lowest_kcal_mol=42.9 spin_multiplicity=1 smiles="PC1C=C1"
P -0.80234 0.36278 -1.54599 0.60 -0.93 1.38
C 0.28057 0.68056 0.04466 1.12 0.04 -0.92
C -0.20921 0.09597 1.29945 0.37 0.09 -0.29
C 0.82547 -0.53229 0.87196 -1.73 2.21 -1.06
H -1.39685 -0.82493 -0.83677 0.62 1.01 -1.16
H 0.10326 -0.36374 -2.48161 -0.61 0.40 1.17
H 0.86544 1.63524 0.15383 -0.70 -0.90 -0.65
H -1.05064 0.30171 1.87636 -0.96 -0.29 1.29
H 1.38430 -1.35530 0.61810 1.29 -1.63 0.24

---

No. 2
9
Properties=species:S:1:pos:R:3:forces:R:3 method="wB97M-V/def2-TZVPD" lumo_ev=1.090 e_tot_ev=-12474.515 e_above_lowest_kcal_mol=95.1 spin_multiplicity=1 smiles="[PH3]=c1cc1"
P 0.57302 -0.91438 -0.74187 0.81 -1.25 -1.13
C -0.04390 -0.13180 0.75376 -0.27 0.74 0.07
C -0.11292 1.36658 0.96929 -0.91 -0.49 -0.74
C -1.22572 0.79485 0.63670 3.39 -0.22 1.11
H 1.96832 -1.09103 -0.67826 0.01 0.50 0.00
H 0.42225 -0.96233 -2.24761 0.20 0.17 0.79
H 0.37849 -2.29200 -0.54343 -0.59 0.21 -0.01
H 0.26275 2.32544 1.23469 0.67 0.19 0.20
H -2.22230 0.90467 0.61673 -3.31 0.13 -0.30

---

No. 3
9
Properties=species:S:1:pos:R:3:forces:R:3 method="wB97M-V/def2-TZVPD" lumo_ev="0.939 / -2.165" e_tot_ev=-12472.777 s_squared=2.018 e_above_lowest_kcal_mol=89.4 spin_multiplicity=3
C -1.29280 -0.35528 0.16864 0.78 -6.60 -1.96
C -1.13932 0.93942 0.18185 2.19 8.68 -1.01
C -0.17357 0.18680 -0.65658 -0.69 -0.40 1.25
P 1.82329 0.13571 0.08362 -1.41 -2.00 -0.12
H -1.67518 -1.16249 0.69422 -0.18 -1.42 0.73
H -1.31390 1.92417 0.61341 0.17 -0.62 -0.17
H 0.05249 0.06759 -1.77816 -0.67 0.36 1.78
H 2.02954 -1.13884 -0.70911 -0.03 1.27 1.01
H 1.68944 -0.59708 1.40211 -0.15 0.72 -1.50

---

No. 4
10
Properties=species:S:1:pos:R:3:forces:R:3 method="wB97M-V/def2-TZVPD" lumo_ev=-0.841 e_tot_ev=-23312.973 e_above_lowest_kcal_mol=50.5 spin_multiplicity=1 smiles="P/C=C/C=S"
P -1.79011 -0.71929 -0.30262 0.89 -0.24 1.08
C -0.38866 0.39947 -0.29239 3.92 3.12 -0.85
C 0.98931 0.07405 -0.28988 -1.58 0.92 0.50
C 2.42929 0.61574 -0.14909 -2.67 -1.53 -1.08
S 3.66076 -0.40046 -0.32485 0.24 -0.20 0.17
H -2.08726 0.00299 0.91292 -0.51 -0.86 -0.19
H -0.94912 -1.73736 0.31950 -0.94 0.28 -0.21
H -0.74118 1.51982 -0.33615 0.97 -2.06 0.19
H 1.19239 -0.95743 -0.31918 -0.35 -1.59 -0.05
H 2.65130 1.62123 -0.06470 0.04 2.16 0.41

---

No. 5
10
Properties=species:S:1:pos:R:3:forces:R:3 method="wB97M-V/def2-TZVPD" lumo_ev=0.188 e_tot_ev=-23312.408 e_above_lowest_kcal_mol=63.5 spin_multiplicity=1 smiles="SC[C@@H]1C=P1"
S 0.66848 -1.79382 0.83899 1.32 0.27 0.36
C 0.50873 -0.73760 -0.67858 0.52 3.58 5.61
C -0.56942 0.48531 -0.37593 -0.10 -1.07 -2.05
C -0.96171 1.60535 0.62414 1.07 -3.53 -1.03
P -1.88258 0.25964 0.86296 -0.38 0.83 0.32
H 1.92030 -1.35385 1.34890 -1.61 -0.38 -0.78
H 1.47563 -0.22316 -0.69393 -0.11 -0.71 -1.32
H 0.08871 -1.34795 -1.39413 -0.28 -0.88 -1.97
H -0.82485 0.65005 -1.42932 -0.65 0.58 0.29
H -0.42328 2.45603 0.89689 0.23 1.30 0.58

---

No. 6
12
Properties=species:S:1:pos:R:3:forces:R:3 method="wB97M-V/def2-TZVPD" lumo_ev=-0.632 e_tot_ev=-44984.809 e_above_lowest_kcal_mol=19.0 spin_multiplicity=1
C -0.78829 1.20857 -0.00499 1.33 1.15 0.53
C -1.29577 -0.85260 0.13269 -0.48 -0.15 2.09
C -1.16996 0.44477 1.00524 -0.15 -1.53 -3.51
P 1.83806 -0.15030 -0.69959 0.22 -0.69 0.63
S 1.68995 -1.46141 0.73001 0.61 0.41 -0.53
S -0.75580 0.05330 -1.32285 -0.02 0.17 -0.28
S 2.45087 1.65804 -0.45645 -0.06 -0.36 -0.50
H -0.11893 2.05131 0.08335 -0.61 0.66 -0.48
H 2.03605 -0.78456 -1.95643 -0.01 0.44 0.31
H -0.50168 -1.56548 0.36495 -0.28 0.03 0.08
H -2.24576 -1.36887 0.13905 -0.31 0.07 -0.45
H -1.13875 0.76723 1.98503 -0.23 -0.19 2.12